# 1
{"formula": "C20H25F2OSi", "method": "ωB97M-V/def2-TZVPD", "homo_lumo_gap_ev": 4.182, "lumo_energy_ev": -6.285, "energy_ha": -1341.31745, "total_charge": 1, "homo_ev": -10.5, "symbols": ["C", "C", "H", "C", "H", "H", "C", "H", "H", "H", "C", "H", "H", "F", "F", "H", "C", "C", "H", "C", "O", "H", "H", "H", "H", "H", "C", "H", "H", "H", "C", "C", "H", "H", "H", "H", "H", "C", "C", "H", "Si", "C", "C", "C", "H", "C", "C", "C", "C"], "xyz": [[-0.349, 2.965, 0.242], [-0.710, 1.556, -1.877], [-0.189, 2.617, -3.697], [-0.546, 3.855, 2.934], [1.927, 1.805, 0.824], [2.720, -1.673, -1.380], [0.080, 4.662, 1.969], [-2.066, -3.130, 2.540], [-2.323, -1.095, -4.288], [-2.241, -2.004, 1.177], [-0.681, 1.726, -3.298], [3.041, 0.662, 1.577], [0.720, 4.833, -0.079], [-2.472, -1.659, -1.745], [-1.658, 1.822, 3.462], [-1.211, 0.954, -5.229], [-1.339, 0.389, -1.366], [-1.133, 2.241, 1.188], [-1.197, -1.576, 2.559], [2.404, -0.620, -1.426], [0.681, -2.025, 0.184], [-1.338, -3.733, -1.036], [1.619, -3.414, 2.811], [3.453, 1.401, 0.008], [3.242, -0.019, -1.791], [0.721, 3.106, -1.588], [-1.883, -0.346, -3.637], [-0.580, 4.149, 3.979], [-1.261, -5.177, 0.005], [-1.718, 1.373, 0.906], [-0.695, -4.314, -0.364], [0.200, 4.222, 0.664], [0.628, -4.890, 2.695], [0.573, -0.438, 1.518], [-1.332, 0.160, -0.304], [1.900, -4.573, 1.491], [0.170, -4.681, -0.930], [2.633, 0.994, 0.609], [1.127, -4.103, 2.113], [0.497, 5.627, 2.260], [-0.126, -3.246, 1.039], [-1.118, 2.661, 2.510], [-1.906, -0.505, -2.256], [-1.254, 0.800, -4.150], [1.586, -0.548, -2.157], [1.962, -0.115, -0.102], [-0.039, 2.513, -1.068], [-1.533, -2.401, 1.917], [1.015, -0.807, 0.589]], "forces_ev_per_angstrom": [[0.1, 0.4, 0.7], [0.1, -1.0, -0.5], [-0.1, -0.3, 0.0], [0.3, 0.1, -0.7], [0.3, 0.1, 0.1], [-0.1, 0.3, -0.1], [-0.2, 0.0, 0.2], [0.0, 0.3, 0.0], [0.1, 0.1, 0.2], [0.1, -0.1, 0.1], [0.5, 0.2, 0.5], [0.0, 0.2, -0.4], [0.0, -0.2, 0.3], [0.6, 1.5, -0.6], [0.4, 1.1, -1.2], [0.0, 0.0, 0.4], [-0.2, 0.1, -0.3], [0.2, 0.3, 0.2], [-0.1, -0.2, 0.0], [0.5, -0.1, -0.4], [-0.9, -0.6, -0.4], [0.1, -0.2, 0.1], [-0.1, -0.1, -0.1], [-0.1, 0.1, 0.2], [-0.1, -0.2, -0.1], [-0.3, 0.0, 0.1], [0.3, 0.6, 0.1], [-0.1, -0.1, -0.1], [0.1, 0.1, -0.2], [0.3, 0.2, 0.3], [-0.2, -0.2, 0.1], [0.3, -0.6, -0.4], [0.2, 0.1, 0.0], [0.2, -0.1, 0.1], [0.1, -0.2, -0.5], [-0.2, 0.1, 0.1], [-0.2, 0.0, 0.1], [0.3, 1.0, 0.3], [-0.1, 0.0, 0.2], [-0.1, -0.3, -0.1], [0.3, 0.3, -0.6], [-0.5, -1.2, 0.5], [-0.3, -1.1, 0.8], [-0.3, -0.2, 0.0], [0.2, -0.1, 0.0], [-1.7, -1.1, 1.3], [-1.0, 0.7, -0.2], [-0.1, -0.1, 0.2], [1.6, 0.9, -0.5]]}

=====

# 2
{"formula": "C20H25IMoN4O2SSi2", "method": "ωB97M-V/def2-TZVPD", "homo_lumo_gap_ev": [7.375, 7.599], "s2": 2.034, "lumo_energy_ev": [-0.573, -0.617], "multiplicity": 3, "energy_ha": -2489.68285, "relative_energy_kcal_mol": 22.4, "homo_ev": [-7.9, -8.2], "symbols": ["N", "Si", "I", "Mo", "C", "C", "H", "C", "H", "C", "N", "C", "C", "C", "Si", "H", "C", "H", "H", "O", "C", "H", "H", "H", "H", "H", "N", "C", "C", "H", "N", "H", "O", "H", "H", "H", "C", "H", "C", "H", "H", "C", "H", "C", "C", "C", "H", "H", "H", "C", "S", "H", "C", "C", "H", "H"], "xyz": [[-4.617, 3.318, -1.547], [0.894, 0.826, -0.882], [0.860, -2.290, -3.547], [0.300, -1.621, -1.127], [2.764, 2.114, 0.716], [-1.198, -1.494, 1.056], [-0.145, 0.215, 4.122], [-0.653, 1.580, 0.025], [3.702, -3.204, -2.033], [3.921, -0.155, 1.686], [-2.131, -1.150, 1.946], [-4.175, 1.979, -1.519], [-4.467, 1.309, -0.337], [-0.349, -0.211, 3.216], [2.695, -1.918, -0.222], [-1.472, 1.623, -0.783], [1.119, 1.890, -2.322], [-0.369, 2.556, 0.407], [3.984, -1.612, -2.364], [-3.845, -3.009, -0.213], [2.681, -3.216, 1.070], [2.256, 3.061, 0.277], [2.275, -3.033, 2.101], [-3.416, 1.825, -3.458], [3.694, -3.586, 1.317], [-4.313, 3.883, -2.299], [-1.437, -2.108, -0.132], [4.071, 1.070, 2.419], [3.437, 2.215, 1.964], [4.602, 1.009, 3.401], [0.144, -1.205, 1.138], [-5.041, 3.646, -0.677], [-2.302, -2.800, -2.177], [-5.029, 1.831, 0.375], [3.563, 3.249, 2.419], [-2.432, -0.384, 3.864], [2.458, 0.899, 0.189], [2.075, 1.833, -2.779], [4.005, -2.258, -1.499], [5.011, -2.476, -1.098], [2.240, -4.174, 0.833], [-1.691, -0.604, 3.068], [-2.480, -0.418, -3.196], [0.575, -0.643, 2.277], [3.032, -0.315, 0.621], [-4.057, 0.009, -0.175], [0.966, 2.937, -2.009], [-1.049, 1.003, 0.852], [4.367, -1.064, 2.080], [-3.043, 0.039, -2.398], [-2.831, -2.283, -0.939], [-4.226, -0.530, 0.746], [-3.529, 1.331, -2.556], [-3.409, -0.624, -1.197], [0.355, 1.591, -3.092], [1.656, -0.454, 2.390]], "forces_ev_per_angstrom": [[0.1, -2.1, 0.4], [-0.5, -0.9, 1.1], [0.2, 0.1, -0.4], [0.8, -0.3, 0.1], [-0.8, 2.5, 1.4], [0.1, 0.8, 0.5], [1.2, 1.1, 2.0], [-0.2, -0.6, -1.6], [0.2, 0.4, 0.8], [-0.2, 0.2, 0.9], [0.0, -1.0, -0.1], [-1.1, 1.5, 0.9], [0.8, -0.7, -1.0], [-1.5, -2.1, -1.1], [-0.9, 0.3, -0.6], [1.2, 0.3, 1.3], [-1.4, 0.8, -1.3], [-0.2, 0.4, -0.1], [0.4, 0.8, 0.2], [1.0, 0.5, -0.2], [0.7, -1.6, 2.3], [1.0, -1.6, 0.8], [0.1, 0.5, -1.0], [0.5, 1.0, -1.7], [0.1, 0.5, -0.3], [0.0, 0.8, -0.2], [0.5, 0.2, 1.2], [-0.1, -1.3, 0.4], [0.7, 1.2, -1.1], [-0.4, 0.3, -1.1], [-1.0, -0.7, 0.5], [0.5, 0.3, -1.0], [-0.5, 0.1, -0.2], [-0.6, 0.5, 1.3], [-0.2, -1.6, -0.3], [0.5, -0.1, -0.7], [-1.3, -1.1, -1.3], [0.9, -0.2, -0.4], [-0.1, -2.0, -0.8], [-0.3, 0.5, -0.2], [-0.6, -0.2, -0.7], [0.5, 1.0, -0.4], [0.0, -0.4, 0.0], [-0.1, 0.8, -0.3], [1.3, 2.1, 0.8], [-0.7, 0.1, 0.7], [-0.1, -0.2, -0.3], [0.0, 0.0, 0.1], [0.3, 0.2, 0.2], [-1.3, 0.2, 1.1], [-1.1, -0.2, -0.4], [-0.2, 0.0, 0.0], [0.3, -0.8, 1.0], [1.8, -0.7, -1.6], [0.6, 0.6, 0.6], [-0.8, -0.1, -0.1]]}

=====

# 3
{"formula": "C20H25N3O4S", "method": "ωB97M-V/def2-TZVPD", "homo_lumo_gap_ev": 9.523, "lumo_energy_ev": 0.720, "energy_ha": -1640.54864, "relative_energy_kcal_mol": 56.8, "smiles": "CCOc1ccc(S(=O)(=O)N2CCC(C(=O)NCc3ccccn3)CC2)cc1", "homo_ev": -8.8, "symbols": ["S", "N", "H", "C", "H", "C", "H", "H", "H", "H", "H", "C", "O", "C", "H", "C", "H", "C", "H", "O", "C", "H", "H", "O", "C", "O", "H", "C", "H", "C", "C", "C", "H", "H", "N", "H", "H", "H", "C", "C", "H", "C", "H", "H", "C", "C", "C", "H", "C", "C", "H", "N", "H"], "xyz": [[-0.111, -1.007, 2.796], [-3.947, 1.882, -1.224], [8.121, -2.640, 2.476], [-0.378, 0.015, 0.393], [-3.481, 1.519, 2.167], [6.241, -3.017, 1.504], [5.970, -3.861, 2.153], [-3.234, 1.336, -7.139], [4.602, 0.250, 2.930], [8.222, -3.741, 1.092], [-1.227, 1.405, 3.291], [-1.338, 1.273, 2.215], [-0.841, -2.166, 2.345], [-4.066, 2.976, -2.167], [-1.764, -0.679, -1.110], [2.071, -2.501, 2.019], [3.753, -3.662, 1.418], [-4.576, 2.145, -5.672], [-1.906, -1.481, 0.469], [-0.327, -0.573, 4.146], [-2.741, 0.769, 1.881], [-1.139, 2.216, 1.701], [-3.834, -0.067, 0.228], [5.680, -1.818, 2.008], [2.528, -0.302, 2.872], [-1.913, 2.485, -0.490], [-5.074, 3.392, -2.123], [-2.839, 1.697, -0.470], [-4.665, 1.176, -1.253], [-3.779, 2.516, -3.574], [-3.356, 1.662, -6.118], [4.340, -1.720, 2.154], [-2.925, -0.142, 2.456], [-3.334, 3.729, -1.863], [-0.323, 0.326, 1.803], [8.014, -2.001, 0.835], [0.399, -0.726, 0.191], [-0.150, 0.935, -0.154], [1.630, -1.302, 2.538], [-1.747, -0.523, -0.029], [-1.724, 2.038, -3.185], [-2.873, 0.437, 0.387], [1.344, -3.259, 1.775], [2.150, 0.621, 3.280], [3.425, -2.718, 1.823], [-2.514, 2.048, -3.920], [7.751, -2.840, 1.474], [-5.432, 2.205, -6.332], [3.876, -0.507, 2.680], [-2.303, 1.613, -5.217], [-1.334, 1.245, -5.522], [-4.786, 2.556, -4.433], [5.862, -3.214, 0.492]], "forces_ev_per_angstrom": [[0.5, 0.1, -0.2], [-0.4, 0.1, -0.2], [0.1, 0.0, 0.1], [0.1, -0.3, -0.6], [0.0, 0.0, 0.1], [0.2, -0.3, -0.1], [0.0, 0.1, -0.1], [0.0, 0.0, -0.1], [0.1, 0.1, 0.0], [0.1, -0.1, 0.0], [-0.1, 0.2, -0.1], [-0.4, 0.3, 0.5], [0.2, 0.1, -0.1], [0.1, 0.1, 0.0], [0.0, 0.0, 0.0], [-0.2, 0.0, 0.0], [0.1, -0.1, 0.0], [0.1, -0.2, -0.4], [-0.1, 0.0, -0.1], [0.0, 0.3, 0.0], [0.1, 0.2, -0.1], [0.0, -0.1, 0.1], [0.1, 0.1, 0.0], [0.0, 0.2, 0.1], [0.2, 0.0, 0.0], [0.5, 0.3, 0.0], [0.1, 0.0, 0.0], [-0.6, -0.6, 0.2], [0.1, 0.0, 0.1], [0.1, 0.0, 0.1], [0.0, 0.0, 0.0], [-0.3, 0.0, 0.0], [-0.1, 0.0, 0.0], [-0.2, 0.0, 0.0], [0.3, -0.7, 0.8], [0.1, 0.1, -0.1], [0.0, 0.1, -0.2], [0.1, -0.2, 0.1], [-0.7, -0.1, 0.0], [0.0, 0.1, 0.0], [0.1, 0.0, 0.1], [0.1, 0.0, 0.0], [0.0, -0.1, -0.1], [0.1, 0.2, 0.0], [0.3, 0.0, 0.0], [0.0, 0.0, -0.1], [-0.5, 0.1, 0.1], [0.0, 0.0, -0.1], [0.0, -0.1, 0.0], [-0.1, 0.0, 0.1], [0.1, 0.0, 0.0], [-0.3, 0.2, 0.3], [0.0, 0.0, 0.1]]}

=====

# 4
{"formula": "C20H25N5", "method": "ωB97M-V/def2-TZVPD", "homo_lumo_gap_ev": 7.870, "lumo_energy_ev": 0.697, "energy_ha": -1050.90551, "relative_energy_kcal_mol": 0.0, "smiles": "Cc1nn2c(NCCN(C)C)c3c(nc2c1-c1ccccc1)CCC3", "homo_ev": -7.2, "symbols": ["N", "C", "C", "H", "N", "C", "H", "H", "H", "C", "H", "H", "N", "H", "C", "H", "C", "H", "H", "H", "C", "H", "H", "C", "H", "H", "C", "H", "H", "H", "H", "H", "N", "H", "C", "N", "H", "H", "C", "H", "C", "C", "C", "C", "C", "H", "C", "C", "C", "C"], "xyz": [[0.210, -0.366, 2.476], [1.721, 1.598, -0.062], [-1.550, -2.084, -2.236], [4.078, 2.548, 1.341], [0.925, 0.793, -0.761], [-0.887, -1.364, -5.195], [-3.393, -2.118, 2.650], [-0.278, -0.443, -2.083], [3.541, 2.294, -0.929], [-2.152, -2.727, 0.990], [-2.974, -2.114, -3.871], [2.070, 2.799, -1.760], [-1.532, -0.570, -4.170], [-1.720, -3.684, 0.679], [1.635, 1.346, 1.323], [4.032, 3.747, 5.432], [1.701, 2.030, 3.687], [-0.610, -2.941, 3.519], [5.147, 3.673, 3.231], [-0.315, -2.167, -4.736], [4.175, 3.218, 3.361], [0.743, 1.551, 3.812], [2.530, 3.560, -0.219], [-0.668, -1.291, 2.190], [-3.035, -2.534, 0.379], [-0.199, -0.730, -5.753], [3.553, 3.256, 4.596], [-1.589, -1.602, 4.114], [-2.766, -3.757, 2.827], [-2.631, 1.182, -3.950], [-2.206, -2.630, -1.562], [-3.082, -0.699, -2.800], [0.314, 0.011, 0.135], [1.829, 2.668, 5.720], [-1.316, -2.162, 3.222], [-0.788, -1.108, -1.511], [-3.059, 0.256, -5.410], [-0.872, -2.806, -2.711], [-2.522, -2.753, 2.484], [-1.526, 1.151, -5.327], [0.699, 0.309, 1.432], [-0.586, -0.967, -0.188], [-2.232, 0.558, -4.748], [2.515, 2.630, -0.782], [3.564, 2.594, 2.288], [-1.608, -1.806, -5.902], [2.311, 2.000, 2.432], [-1.126, -1.631, 0.900], [-2.386, -1.370, -3.307], [2.316, 2.652, 4.755]], "forces_ev_per_angstrom": [[0.0, -0.1, 0.6], [-0.3, -0.3, 0.3], [-0.3, -0.1, -0.2], [0.0, 0.0, -0.1], [0.1, 0.2, -0.9], [0.0, 0.0, 0.0], [0.0, 0.0, 0.0], [0.0, 0.0, 0.0], [0.1, 0.1, 0.0], [0.0, -0.1, -0.2], [0.0, 0.1, 0.0], [0.0, 0.0, 0.0], [-0.1, 0.0, 0.1], [-0.1, -0.1, -0.1], [-0.3, -0.3, -0.3], [0.0, 0.0, 0.1], [0.0, 0.1, 0.0], [0.0, 0.0, 0.0], [0.1, 0.0, 0.0], [0.1, -0.1, -0.1], [0.1, 0.1, 0.0], [0.0, 0.0, 0.0], [0.1, 0.1, 0.0], [0.1, 0.2, -0.3], [0.0, -0.1, 0.0], [0.1, 0.0, -0.1], [0.1, 0.0, 0.1], [0.1, 0.0, 0.0], [-0.1, 0.0, 0.0], [0.0, 0.1, 0.0], [0.0, 0.0, -0.1], [0.0, 0.0, 0.0], [0.2, 0.2, 0.7], [0.0, 0.0, 0.1], [-0.1, -0.1, 0.1], [0.3, 0.4, 0.2], [0.0, 0.0, 0.0], [-0.1, 0.0, 0.1], [0.0, -0.1, 0.1], [0.0, 0.1, 0.0], [0.2, 0.1, -0.4], [-0.1, -0.2, -0.1], [0.0, 0.0, 0.0], [0.0, -0.1, 0.0], [-0.1, -0.1, 0.0], [0.0, 0.0, 0.0], [0.1, 0.1, 0.2], [0.0, 0.0, 0.0], [0.2, -0.1, 0.2], [0.0, 0.0, 0.1]]}